# C24H58O26S7

A cluster of 7 separate species, C24H58O26S7 in total in a non-equilibrium geometry (ωB97M-V with the def2-TZVPD basis set, the OMol25 dataset).

Cartesian coordinates (Å):
C 2.98 -0.67 -2.07
C 2.47 -2.08 -2.15
O 3.22 -3.04 -2.17
O 1.11 -2.32 -2.11
C 0.29 -1.58 -2.97
C -1.12 -1.37 -2.32
C -1.76 -0.01 -2.62
O -3.08 -0.23 -3.09
O -3.78 1.01 -3.04
C -2.00 -2.59 -2.44
O -2.88 -2.51 -1.27
S -2.05 -2.02 -0.04
O -1.46 -3.07 0.74
O -2.77 -0.98 0.63
O -0.86 -1.34 -0.87
H 3.41 -0.56 -1.07
H 2.24 0.10 -2.19
H 3.78 -0.58 -2.79
H 0.68 -0.60 -3.21
H 0.13 -2.12 -3.90
H -1.79 0.55 -1.69
H -1.16 0.58 -3.32
H -4.04 1.08 -2.10
H -1.46 -3.52 -2.31
H -2.67 -2.61 -3.30
C 1.40 -0.04 5.63
C 2.26 -1.22 5.22
O 1.70 -1.97 4.12
S 1.86 -1.35 2.66
C 1.41 -2.78 1.75
O 3.24 -1.05 2.45
O 0.87 -0.34 2.47
H 1.38 0.72 4.85
H 1.78 0.40 6.54
H 0.37 -0.36 5.79
H 3.27 -0.91 4.98
H 2.33 -1.94 6.04
H 2.15 -3.56 1.93
H 1.39 -2.50 0.70
H 0.42 -3.10 2.06
C -2.85 5.35 -2.52
C -2.13 5.82 -1.28
O -1.60 4.73 -0.49
S -0.26 4.04 -0.99
C 0.08 3.15 0.49
O 0.73 5.05 -1.17
O -0.56 3.11 -2.04
H -2.16 4.90 -3.24
H -3.35 6.19 -3.01
H -3.60 4.59 -2.27
H -1.33 6.52 -1.51
H -2.83 6.33 -0.61
H 0.27 3.87 1.29
H 0.96 2.54 0.31
H -0.77 2.52 0.72
C -4.37 -5.12 1.15
C -5.01 -3.80 1.51
O -6.45 -3.84 1.40
S -7.26 -4.55 2.57
C -8.86 -3.94 2.13
O -6.86 -3.98 3.82
O -7.24 -5.96 2.38
H -4.60 -5.89 1.89
H -3.28 -5.01 1.11
H -4.73 -5.47 0.19
H -4.72 -3.47 2.51
H -4.70 -3.03 0.81
H -8.86 -2.86 2.24
H -9.57 -4.40 2.81
H -9.07 -4.23 1.11
C -2.54 -9.15 -1.90
C -1.07 -9.16 -1.51
O -0.34 -8.05 -2.07
S -0.52 -6.63 -1.37
C 0.84 -5.82 -2.14
O -0.26 -6.77 0.03
O -1.74 -6.03 -1.82
H -3.06 -8.32 -1.44
H -3.01 -10.08 -1.57
H -2.65 -9.06 -2.98
H -0.94 -9.18 -0.43
H -0.58 -10.05 -1.91
H 1.76 -6.30 -1.83
H 0.82 -4.78 -1.81
H 0.71 -5.88 -3.22
C 2.78 7.15 0.94
C 3.34 6.99 2.34
O 2.47 7.57 3.34
S 1.17 6.75 3.73
C 0.77 7.65 5.19
O 1.55 5.41 4.08
O 0.15 6.97 2.75
H 1.88 6.57 0.81
H 3.52 6.82 0.21
H 2.53 8.20 0.74
H 3.51 5.94 2.57
H 4.28 7.51 2.44
H 1.56 7.51 5.92
H -0.17 7.25 5.57
H 0.65 8.70 4.93
C 7.66 3.00 -3.07
C 6.96 4.31 -2.78
O 5.52 4.21 -2.90
S 4.73 3.53 -1.70
C 3.12 4.04 -2.17
O 5.11 4.17 -0.48
O 4.84 2.10 -1.82
H 7.44 2.26 -2.30
H 8.74 3.15 -3.10
H 7.33 2.59 -4.03
H 7.22 4.69 -1.80
H 7.25 5.06 -3.52
H 3.06 5.12 -2.12
H 2.41 3.60 -1.49
H 2.93 3.69 -3.19

As for the SMILES: CC(=O)OC[C@@]1(COO)COS(=O)(=O)O1.CCOS(C)(=O)=O.CCOS(C)(=O)=O.CCOS(C)(=O)=O.CCOS(C)(=O)=O.CCOS(C)(=O)=O.CCOS(C)(=O)=O. Its HOMO energy is -10.48 eV. Its orbital gap is 10.8 eV.


# CHInO3

A structure of composition CHInO3 in a non-equilibrium geometry (ωB97M-V with the def2-TZVPD basis set, the OMol25 dataset).

Cartesian coordinates (Å):
In 4.07 -0.60 2.47
O -0.82 0.79 -1.25
C -0.65 0.08 -0.17
O -1.34 -0.92 0.00
O 0.27 0.35 0.62
H -1.54 0.31 -1.67

Its HOMO energy is -20.38 eV. Its orbital gap is 3.6 eV. As for the charge: +2.


# C10H20NO2

The ion C10H20NO2 with charge -1 in a non-equilibrium geometry (ωB97M-V with the def2-TZVPD basis set, the OMol25 dataset).

Cartesian coordinates (Å):
C 3.29 0.27 1.74
C 2.99 -0.48 0.27
C 2.06 0.47 -0.69
C 0.49 0.60 -0.22
C -0.06 2.01 -0.89
C -0.45 -0.71 -0.53
C -0.20 -1.84 0.64
N -1.93 -0.45 -0.58
C -2.48 0.21 0.66
C -4.14 0.30 0.43
C -0.08 -1.42 -2.00
O 0.45 -2.63 -2.15
O -0.41 -0.68 -3.26
H 2.66 -0.32 2.53
H 2.89 1.36 1.66
H 4.46 0.28 1.97
H 2.64 -1.59 0.38
H 4.06 -0.53 -0.25
H 2.51 1.57 -0.61
H 2.20 0.18 -1.84
H 0.47 0.75 0.96
H -1.14 1.95 -1.33
H -0.04 2.82 -0.01
H 0.75 2.40 -1.67
H -0.11 -1.27 1.69
H 0.69 -2.57 0.45
H -1.18 -2.50 0.68
H -2.24 0.02 -1.47
H -2.35 -0.39 1.65
H -2.14 1.31 0.84
H -4.56 1.37 0.66
H -4.39 0.08 -0.72
H -4.71 -0.56 1.03

As for the SMILES: CCC[C@@H](C)[C@@](C)(NCC)C(=O)[O-]. Its HOMO energy is -3.95 eV. Its orbital gap is 7.3 eV. As for the charge: -1.


# CH6N2PS

The ion CH6N2PS with charge +1 in a non-equilibrium geometry (ωB97M-V with the def2-TZVPD basis set, the OMol25 dataset).

Cartesian coordinates (Å):
C 0.38 -0.26 -0.20
N 0.31 0.62 -1.24
N 1.47 -0.12 0.48
P -0.77 -1.44 0.54
S -1.58 0.24 1.65
H -0.42 0.87 -1.81
H 1.18 1.21 -1.34
H 1.74 -0.60 1.31
H -2.66 0.16 0.91
H 2.11 0.70 0.26
H -1.76 -1.40 -0.56

Its HOMO energy is -13.76 eV. Its orbital gap is 9.3 eV. As for the charge: +1.


# C3H6N2O2

A cluster of 2 separate species, C3H6N2O2 in total in a non-equilibrium geometry (ωB97M-V with the def2-TZVPD basis set, the OMol25 dataset).

Cartesian coordinates (Å):
O -0.88 -1.40 1.17
C 0.00 -0.57 0.92
N 0.38 -0.06 -0.57
C -0.22 0.79 0.16
N -0.15 -0.16 -3.52
O -0.56 1.81 0.77
C 1.19 -0.36 1.84
H -1.16 -0.05 -3.77
H 0.07 -0.17 -2.52
H 0.48 0.38 -4.17
H 1.85 -1.24 1.50
H 1.10 -0.42 2.93
H 1.72 0.62 1.61

Its HOMO energy (spin up / spin down) is -2.22 / -4.65 eV. As for the spin multiplicity: 2. Its orbital gap (spin up / spin down) is 6.4 / 8.7 eV. As for the charge: -1.


# C4H10N2O

A structure of composition C4H10N2O in a non-equilibrium geometry (ωB97M-V with the def2-TZVPD basis set, the OMol25 dataset).

Cartesian coordinates (Å):
C 1.44 0.63 0.75
C -0.21 -1.80 0.34
C 0.05 0.72 0.45
C -0.63 -0.40 0.00
N -0.43 2.04 0.23
N -1.90 -0.28 -0.50
O 1.96 -0.12 -0.81
H 2.13 0.16 -1.72
H 0.00 2.49 -0.57
H -1.43 2.14 0.24
H -2.29 -1.11 -0.93
H -2.11 0.58 -0.99
H 1.93 1.59 0.91
H 1.76 -0.18 1.39
H -0.67 -2.53 -0.33
H 0.86 -1.91 0.19
H -0.46 -2.04 1.37

Its HOMO energy is -7.24 eV. Its orbital gap is 8.2 eV.


# C31H29F5I2N4O2PtS2Te

A structure of composition C31H29F5I2N4O2PtS2Te in a non-equilibrium geometry (ωB97M-V with the def2-TZVPD basis set, the OMol25 dataset).

Cartesian coordinates (Å):
Pt -1.88 0.24 0.49
I -6.53 -0.07 6.54
C -5.21 -0.40 5.01
C -4.27 -1.44 5.10
C -3.41 -1.66 4.07
I -1.96 -3.13 4.17
C -3.46 -0.85 2.86
O -2.67 -1.12 1.92
C -4.42 0.23 2.81
C -4.57 1.04 1.55
N -3.31 1.71 1.12
C -2.79 2.69 2.10
C -1.75 2.07 3.00
C -1.50 2.55 4.28
C -0.48 1.96 5.02
C 0.24 0.91 4.48
C -0.07 0.49 3.20
N -1.04 1.07 2.49
C -5.26 0.43 3.86
H -4.24 -2.06 5.99
H -4.87 0.38 0.73
H -5.35 1.79 1.69
H -3.53 2.18 0.24
H -2.33 3.51 1.54
H -3.60 3.11 2.69
H -2.08 3.37 4.68
H -0.27 2.32 6.02
H 1.03 0.42 5.03
H 0.45 -0.34 2.73
H -6.01 1.21 3.82
S -0.52 1.68 -0.60
C 0.53 0.67 -1.53
N 1.26 1.31 -2.50
C 1.73 0.49 -3.62
C 2.21 -0.85 -3.09
N 1.15 -1.48 -2.31
C 0.96 -2.93 -2.50
C 2.17 -3.72 -2.07
C 2.91 -4.43 -3.00
C 4.03 -5.16 -2.60
C 4.41 -5.17 -1.27
C 3.67 -4.46 -0.33
C 2.56 -3.74 -0.73
C 0.44 -0.73 -1.47
S -0.59 -1.50 -0.32
C 1.73 2.69 -2.42
C 3.21 2.69 -2.12
C 4.13 3.15 -3.05
C 5.48 3.15 -2.76
C 5.93 2.69 -1.53
C 5.01 2.22 -0.59
C 3.66 2.22 -0.88
H 2.55 1.02 -4.10
H 0.91 0.37 -4.32
H 3.10 -0.72 -2.48
H 2.46 -1.50 -3.93
H 0.77 -3.09 -3.56
H 0.07 -3.23 -1.96
H 2.61 -4.43 -4.04
H 4.59 -5.72 -3.34
H 5.28 -5.73 -0.96
H 3.96 -4.48 0.71
H 1.98 -3.19 0.01
H 1.17 3.22 -1.65
H 1.54 3.17 -3.38
H 3.79 3.53 -4.01
H 6.19 3.53 -3.48
H 6.98 2.69 -1.30
H 5.36 1.86 0.37
H 2.95 1.85 -0.15
F -3.84 1.61 -1.56
Te -3.90 -0.18 -2.27
F -2.12 0.22 -2.78
F -5.73 -0.13 -1.99
F -4.32 0.62 -3.88
F -3.73 -1.75 -3.21
O -3.56 -0.89 -0.65

Its HOMO energy (spin up / spin down) is -13.05 / -13.50 eV. As for the spin multiplicity: 5. Its orbital gap (spin up / spin down) is 6.7 / 4.5 eV. As for the charge: +2.


# C3H3O3Yb

A structure of composition C3H3O3Yb in a non-equilibrium geometry (ωB97M-V with the def2-TZVPD basis set, the OMol25 dataset).

Cartesian coordinates (Å):
C 1.01 -0.51 -0.13
C -1.30 -0.27 0.22
O -0.18 -1.05 -0.18
O 1.19 0.72 0.14
C -1.75 0.75 -0.67
H -2.15 -0.96 0.39
H -1.22 0.44 1.14
H -1.19 1.67 -0.46
O 2.02 -1.25 -0.31
Yb 3.57 0.45 -0.15

Its HOMO energy (spin up / spin down) is -17.86 / -17.86 eV. As for the spin multiplicity: 2. Its orbital gap (spin up / spin down) is 5.8 / 6.3 eV. As for the charge: +2.


# C26H35Cl5N6OPPt

A structure of composition C26H35Cl5N6OPPt (ωB97M-V with the def2-TZVPD basis set, the OMol25 dataset).

Cartesian coordinates (Å):
Pt -0.35 0.25 0.04
Cl -2.24 7.46 -1.20
C -1.94 5.85 -0.69
C -0.95 5.09 -1.31
Cl -0.02 5.77 -2.59
C -0.69 3.79 -0.89
Cl 0.55 2.87 -1.67
C -1.42 3.19 0.15
O -1.26 1.98 0.62
C -2.43 3.98 0.75
Cl -3.35 3.27 2.02
C -2.68 5.28 0.34
Cl -3.91 6.20 1.11
C 0.86 1.21 2.93
N 2.01 1.75 2.24
C 2.92 2.64 2.94
C 3.89 3.05 1.83
N 3.65 2.06 0.78
C 4.18 2.39 -0.54
C 2.45 1.44 1.00
N 1.75 0.68 0.20
C 2.19 0.10 -1.06
C 1.85 -1.39 -1.02
N 0.61 -1.55 -0.23
C 0.66 -2.45 0.70
N -0.20 -2.46 1.84
C -1.39 -3.27 1.55
C 0.61 -3.11 2.87
C 1.49 -4.10 2.11
N 1.56 -3.46 0.79
C 2.08 -4.25 -0.32
H 0.03 1.92 2.93
H 1.15 0.98 3.96
H 0.52 0.29 2.45
H 3.42 2.11 3.75
H 2.39 3.49 3.36
H 4.93 3.02 2.15
H 3.67 4.05 1.46
H 4.88 3.21 -0.42
H 3.39 2.72 -1.22
H 4.73 1.56 -0.99
H 3.25 0.22 -1.28
H 1.64 0.58 -1.88
H 2.66 -1.92 -0.52
H 1.74 -1.79 -2.03
H -1.15 -4.32 1.38
H -1.88 -2.89 0.66
H -2.07 -3.20 2.40
H -0.03 -3.59 3.61
H 1.22 -2.36 3.38
H 1.06 -5.10 2.03
H 2.49 -4.19 2.53
H 1.77 -5.29 -0.18
H 3.17 -4.21 -0.37
H 1.66 -3.90 -1.26
C -3.76 -0.39 0.30
P -2.35 -0.14 -0.81
C -2.91 1.24 -1.84
C -2.34 -1.52 -2.00
C -1.38 -1.48 -3.01
C -1.31 -2.49 -3.96
C -2.20 -3.56 -3.90
C -3.16 -3.60 -2.90
C -3.23 -2.58 -1.96
H -3.59 -1.18 1.02
H -4.66 -0.59 -0.28
H -3.88 0.55 0.85
H -3.69 0.90 -2.52
H -2.07 1.64 -2.43
H -3.30 2.04 -1.21
H -0.68 -0.66 -3.06
H -0.57 -2.45 -4.74
H -2.15 -4.35 -4.64
H -3.87 -4.42 -2.86
H -4.01 -2.62 -1.20

Its HOMO energy is -10.09 eV. Its orbital gap is 8.1 eV. As for the charge: +1.


# C34H49ClMoN15O2S2Se

A structure of composition C34H49ClMoN15O2S2Se in a non-equilibrium geometry (ωB97M-V with the def2-TZVPD basis set, the OMol25 dataset).

Cartesian coordinates (Å):
Mo 0.56 -0.56 -0.09
C 1.86 1.46 0.02
N 2.70 0.84 -2.26
C 3.63 1.17 -3.35
C 2.83 0.98 -4.64
N 1.60 0.36 -4.19
C 0.51 0.28 -5.13
C 1.57 0.27 -2.84
N 0.79 -0.51 -2.12
C -0.13 -1.42 -2.76
C -0.49 -2.57 -1.81
N -0.69 -2.06 -0.45
C -1.56 -2.64 0.37
N -2.32 -3.72 0.15
C -2.42 -4.66 -0.95
C -3.29 -3.92 1.22
C -2.80 -2.99 2.32
N -1.77 -2.20 1.65
C -1.28 -0.98 2.24
H 1.75 2.33 0.68
H 2.55 0.54 1.63
H 0.80 1.17 -0.30
H 4.49 0.50 -3.29
H 4.00 2.19 -3.25
H 3.33 0.32 -5.35
H 2.62 1.93 -5.14
H 0.60 1.10 -5.84
H -0.44 0.38 -4.63
H 0.54 -0.65 -5.71
H 0.32 -1.86 -3.66
H -1.05 -0.90 -3.05
H 0.34 -3.29 -1.79
H -1.38 -3.04 -2.22
H -1.44 -4.93 -1.34
H -3.05 -4.28 -1.75
H -2.88 -5.57 -0.57
H -3.31 -4.96 1.54
H -4.29 -3.65 0.86
H -2.36 -3.53 3.16
H -3.60 -2.34 2.68
H -1.06 0.20 3.98
H -1.74 -0.12 1.74
H 0.54 -0.12 2.59
Cl 4.94 5.93 -1.24
C 4.08 4.46 -1.25
C 4.70 3.28 -0.73
C 4.07 2.10 -0.73
C 2.66 1.91 -1.23
O 2.44 0.38 0.64
C 2.07 3.19 -1.79
C 0.77 3.15 -2.33
O 0.03 2.14 -2.30
C 2.81 4.38 -1.79
H 5.71 3.36 -0.34
H 4.55 1.20 -0.37
H 0.40 4.07 -2.79
H 2.35 5.26 -2.21
N 3.15 -2.44 -1.59
C 2.80 -2.80 -0.35
N 1.88 -2.17 0.37
C 1.74 -2.74 1.63
C 2.53 -3.83 1.83
S 3.50 -4.16 0.45
C 0.80 -2.13 2.54
C 0.45 -2.65 3.73
S -0.73 -2.03 4.82
C -1.58 -0.74 3.75
N 0.18 -0.91 2.04
N -2.95 -0.59 4.06
H 2.89 -1.53 -1.92
H 3.90 -2.93 -2.05
H 2.61 -4.45 2.70
H 0.92 -3.55 4.10
H -3.39 -1.43 4.42
H -3.13 0.14 4.74
Se 3.90 1.13 4.34
N 3.27 2.62 4.94
C 2.10 2.90 4.38
C 1.28 4.02 4.61
C 0.10 4.08 3.91
C -0.23 3.07 2.99
N 0.51 2.01 2.73
C 1.66 1.92 3.42
N 2.51 0.90 3.24
H 1.59 4.78 5.32
H -0.59 4.90 4.06
H -1.16 3.14 2.43
C -3.97 1.76 -1.53
C -3.90 0.53 -0.62
C -4.87 -0.54 -1.12
C -4.22 0.89 0.82
N -2.57 -0.13 -0.67
N -1.41 0.70 -0.47
H -5.00 2.10 -1.59
H -3.63 1.52 -2.53
H -3.37 2.59 -1.14
H -5.89 -0.18 -1.03
H -4.78 -1.45 -0.53
H -4.69 -0.78 -2.16
H -5.24 1.26 0.88
H -3.58 1.68 1.21
H -4.14 0.02 1.47
H -2.48 -0.54 -1.60
H -1.64 1.32 0.32
H -1.28 1.34 -1.28

Its HOMO energy (spin up / spin down) is -14.72 / -14.65 eV. As for the spin multiplicity: 3. Its orbital gap (spin up / spin down) is 6.3 / 5.5 eV. As for the charge: +3.